Molecular formula: C5H6CuLiO4
Method: DFT, ωB97M-V/def2-TZVPD

Its net charge is -1. Its largest force on an atom is 2.44 eV/Å. Its HOMO energy (spin up / spin down) is -1.829 / -3.727 eV. The spin multiplicity is 2. The calculation puts the LUMO energy (spin up / spin down) at 2.6194 / 2.5874 eV.

Cartesian coordinates (Å):
H 2.42 0.62 -0.68
Li -1.62 0.14 -0.09
H -0.36 2.72 0.18
O -2.32 -1.90 0.11
H 0.06 0.42 -1.84
O -0.98 -3.41 -1.00
H 1.63 1.56 0.60
C 1.47 0.77 -0.15
C -0.64 2.01 -0.63
O -0.17 -0.55 1.14
C 1.12 -0.55 0.59
H 1.88 -0.72 1.38
O -1.89 1.98 -0.97
C 0.33 1.14 -1.05
Cu -0.61 -0.19 2.87
H 1.22 -1.38 -0.14
C -1.54 -2.67 -0.32



Molecular formula: ClFHNO5PS2
Method: DFT, ωB97M-V/def2-TZVPD

Its net charge is -1. Its largest force on an atom is 0.40 eV/Å. Its HOMO energy is -5.810 eV. The calculation puts the LUMO energy at 3.3755 eV.

Cartesian coordinates (Å):
Cl 1.02 -0.24 2.47
H 1.45 -1.12 -0.64
O -0.50 -1.60 -0.27
O -2.55 -0.66 -1.25
N -1.09 0.82 0.19
S -1.56 -0.63 -0.23
O 0.61 0.85 -1.68
O 2.22 -0.91 -0.08
P 2.02 0.44 0.78
O 0.45 2.72 -0.04
S 0.32 1.31 -0.34
F -2.38 -0.98 1.09



Molecular formula: CH4BNO2
Method: DFT, ωB97M-V/def2-TZVPD

Its largest force on an atom is 3.35 eV/Å. The SMILES is CBON=O. The value obtained for the energy above the lowest of the compared OMol25 structures with the same formula, charge and spin is 0.476 eV. Its HOMO energy is -10.524 eV. The calculation puts the LUMO energy at -0.1776 eV.

Cartesian coordinates (Å):
H -0.53 1.72 1.23
C 0.11 -0.36 -0.08
H -0.37 -0.75 -0.99
H 1.22 -0.13 -0.05
O -3.81 -0.26 -0.35
O -2.13 0.86 0.13
H -0.15 -1.02 0.73
N -2.64 -0.35 -0.19
B -0.81 0.85 0.54